Record 1
C42H100B2N4O7P | ωB97M-V with the def2-TZVPD basis set

Positions of all 156 atoms, in Å:
C (4.52094, 0.18928, 6.54960)
C (4.16845, 1.58255, 5.73092)
C (5.16467, 1.85633, 4.43930)
C (4.69717, 1.02049, 3.07996)
C (4.86346, -0.58564, 3.25482)
C (4.95079, -1.49796, 1.92600)
C (4.96974, -0.78481, 0.47836)
C (3.96352, -1.59902, -0.58132)
C (2.39136, -1.59544, -0.12276)
C (1.75182, -0.12019, 0.18659)
C (1.00882, 0.43512, -1.16485)
C (0.21889, 1.83166, -0.71562)
C (-1.42104, 1.66989, -0.96434)
P (-2.35845, 1.13545, 0.62358)
B (-3.92101, 1.18826, -0.48686)
N (-4.78666, -0.06683, -0.54569)
O (-4.35660, 2.34622, -1.31972)
O (-2.52870, 2.75445, 1.32591)
C (-2.42248, 2.52244, 2.80452)
C (-0.90968, 2.60372, 3.43347)
O (-0.61279, 1.61727, 4.48018)
C (0.41310, 0.64687, 4.07599)
C (-0.14849, -0.85359, 3.71649)
O (-1.14330, -1.38747, 4.66070)
C (-2.07762, -2.25453, 3.92435)
C (-2.50232, -3.63373, 4.76855)
O (-3.49385, -4.32443, 3.88100)
C (-4.11156, -5.46559, 4.57402)
C (-5.46256, -5.86389, 3.67195)
C (-3.36509, 1.21004, 3.08195)
B (-4.79648, 1.43450, 3.92757)
O (-4.68399, 1.31150, 5.40286)
C (-6.25497, 1.72669, 3.22430)
C (-6.14324, 2.94227, 2.12880)
O (-3.46372, 0.41788, 1.81332)
H (3.76731, -0.63512, 6.14129)
H (5.59907, -0.15380, 6.23354)
H (4.40211, 0.27874, 7.71309)
H (3.03771, 1.65040, 5.39305)
H (4.32507, 2.46594, 6.50246)
H (5.13679, 3.01949, 4.20288)
H (6.26537, 1.58064, 4.74116)
H (3.57862, 1.30171, 2.77165)
H (5.36471, 1.43513, 2.18524)
H (3.93152, -0.96942, 3.89445)
H (5.81104, -0.78465, 3.93049)
H (5.94729, -2.15170, 2.01128)
H (4.07180, -2.30379, 1.98547)
H (4.65081, 0.33122, 0.40839)
H (6.05344, -0.89040, 0.00893)
H (4.32195, -2.73664, -0.53690)
H (4.11251, -1.25576, -1.69881)
H (2.18229, -2.32302, 0.77719)
H (1.76953, -2.04014, -1.03981)
H (0.95843, -0.25697, 1.06806)
H (2.50803, 0.68876, 0.56218)
H (1.85762, 0.67558, -1.95486)
H (0.25101, -0.38122, -1.52908)
H (0.60953, 2.66011, -1.46280)
H (0.45915, 2.16204, 0.38671)
H (-1.77108, 2.72000, -1.38199)
H (-1.59413, 0.82613, -1.77470)
H (-2.22813, -0.23088, 0.10010)
H (-1.13166, 0.80270, 1.30774)
H (-4.23657, -0.93808, -0.37918)
H (-5.54429, 0.06666, 0.15934)
H (-5.36882, 2.21718, -1.37319)
H (-3.02600, 3.42084, 3.26406)
H (-0.16096, 2.62719, 2.53568)
H (-0.82578, 3.67448, 3.95442)
H (1.10716, 0.98465, 3.19727)
H (1.13021, 0.51020, 5.02008)
H (-0.49014, -0.83731, 2.59519)
H (0.78915, -1.59100, 3.75763)
H (-3.11951, -1.73008, 3.67742)
H (-1.66953, -2.64718, 2.88962)
H (-2.94756, -3.35016, 5.81384)
H (-1.53921, -4.29716, 4.83063)
H (-4.39207, -5.24541, 5.69169)
H (-3.34279, -6.37206, 4.46413)
H (-6.46124, -5.62955, 4.25233)
H (-5.47004, -5.15923, 2.70857)
H (-5.42952, -6.97419, 3.28460)
H (-2.82878, 0.42844, 3.77994)
H (-4.91327, 2.17945, 5.84947)
H (-6.62858, 0.71478, 2.74770)
H (-7.01484, 1.95752, 4.11442)
H (-7.07881, 3.63575, 2.27533)
H (-6.16057, 2.48347, 1.05229)
H (-5.14183, 3.53117, 2.37476)
C (-3.06981, -7.56625, 0.92201)
C (-2.02752, -8.64589, 0.64422)
N (-1.37753, -9.15766, 1.85325)
C (-0.17297, -9.94612, 1.57777)
C (-0.34411, -11.24764, 0.80143)
C (-2.26119, -9.70607, 2.88381)
C (-3.19498, -10.84453, 2.48610)
H (-2.64764, -6.75258, 1.52131)
H (-3.42283, -7.13778, -0.02201)
H (-3.94300, -7.96793, 1.44509)
H (-1.26613, -8.19001, -0.00110)
H (-2.49253, -9.44987, 0.06112)
H (0.34394, -10.16301, 2.52121)
H (0.52617, -9.31028, 1.01890)
H (-0.79593, -12.02788, 1.41678)
H (0.63695, -11.61912, 0.48819)
H (-0.94638, -11.11888, -0.10156)
H (-2.87650, -8.88775, 3.27715)
H (-1.66275, -10.02762, 3.74649)
H (-3.72605, -10.64578, 1.55155)
H (-3.95205, -10.98522, 3.26513)
H (-2.66106, -11.79183, 2.38955)
C (-2.85479, 1.06696, -4.83883)
C (-1.69779, 2.05920, -4.91602)
N (-0.83217, 1.86038, -6.08107)
C (0.43835, 2.58605, -5.99343)
C (0.38002, 4.10981, -5.96742)
C (-1.48556, 1.90034, -7.39071)
C (-2.27044, 3.15642, -7.75462)
H (-2.49549, 0.03394, -4.89562)
H (-3.38380, 1.18510, -3.88722)
H (-3.58318, 1.22741, -5.63952)
H (-1.10245, 1.92032, -4.00484)
H (-2.09860, 3.07921, -4.87651)
H (1.09465, 2.27171, -6.81489)
H (0.95502, 2.25340, -5.08358)
H (0.13534, 4.52087, -6.94860)
H (1.36138, 4.50938, -5.69193)
H (-0.34110, 4.48748, -5.23800)
H (-2.16891, 1.04506, -7.45790)
H (-0.74282, 1.71010, -8.17677)
H (-2.93668, 3.48324, -6.95197)
H (-2.89469, 2.95580, -8.63207)
H (-1.61019, 3.98457, -8.01921)
C (4.80685, 5.08619, -5.77468)
C (4.11645, 6.32156, -5.20341)
N (5.04588, 7.30600, -4.64377)
C (4.38872, 8.32545, -3.82073)
C (3.40121, 9.26041, -4.51108)
C (6.08452, 7.80591, -5.54653)
C (5.63792, 8.45641, -6.85175)
H (5.47431, 4.62837, -5.03688)
H (4.05821, 4.33861, -6.05758)
H (5.38776, 5.32225, -6.67147)
H (3.45074, 5.96957, -4.40534)
H (3.47462, 6.76159, -5.97610)
H (5.15073, 8.92967, -3.31222)
H (3.85567, 7.81230, -3.00958)
H (3.91146, 9.99646, -5.13513)
H (2.83793, 9.81979, -3.75715)
H (2.67542, 8.72117, -5.12521)
H (6.75033, 6.97108, -5.79700)
H (6.73162, 8.50981, -5.00659)
H (4.88327, 7.86675, -7.37877)
H (6.49767, 8.55637, -7.52308)
H (5.24482, 9.46191, -6.68983)

Properties
LUMO energy	2.2687	eV
net charge	-1
gap between HOMO and LUMO	5.94	eV
relative energy (zero: lowest compared OMol25 entry of this formula, charge and spin)	1162.9	kJ/mol



Record 2
C35H37BF3NO3 | ωB97M-V with the def2-TZVPD basis set

Positions of all 80 atoms, in Å:
C (-2.24856, 5.01529, 0.13862)
C (-1.41988, 3.84063, 0.36803)
C (-0.85461, 3.30169, 1.50493)
C (-0.84323, 1.90047, 1.29027)
C (-0.97433, 1.65762, -0.07195)
B (-2.98416, -0.42837, -0.87308)
C (-1.43672, 0.44119, -0.91796)
C (-0.41185, -0.64141, -0.96633)
C (0.65048, -0.51035, -1.82345)
C (0.60264, 0.46667, -2.81754)
C (1.80941, 1.02896, -3.48189)
F (1.70220, 1.14598, -4.83291)
F (2.01262, 2.31788, -2.99846)
F (2.94973, 0.31082, -3.21784)
C (-0.61524, 1.05760, -3.17087)
C (-1.61640, 1.05762, -2.27199)
O (-3.30827, -1.43076, -0.03089)
C (-4.62177, -1.92306, -0.46406)
C (-4.40459, -3.32985, -1.01146)
C (-5.45492, -1.98632, 0.80051)
C (-5.11579, -0.84598, -1.53774)
C (-5.63760, -1.42224, -2.84012)
C (-6.14120, 0.15391, -1.01894)
O (-3.91849, -0.09985, -1.82343)
O (-1.40643, 2.86042, -0.60786)
H (-2.35762, 5.56149, 1.08608)
H (-1.81288, 5.68761, -0.60844)
H (-3.26993, 4.74903, -0.19957)
H (-0.52106, 3.78378, 2.43127)
H (-0.63041, 1.17335, 2.05300)
H (-0.44358, -1.44294, -0.22187)
H (1.51141, -1.18242, -1.79356)
H (-0.70447, 1.53895, -4.14137)
H (-2.57536, 1.52804, -2.48239)
H (-5.36380, -3.85466, -1.11015)
H (-3.90265, -3.33388, -1.98778)
H (-3.78861, -3.89598, -0.30678)
H (-6.41994, -2.47558, 0.61211)
H (-4.90933, -2.56422, 1.56038)
H (-5.62560, -0.97373, 1.19857)
H (-6.49646, -2.07082, -2.62606)
H (-5.98314, -0.61261, -3.49604)
H (-4.87960, -2.00567, -3.37681)
H (-7.09832, -0.35250, -0.86246)
H (-5.82215, 0.63364, -0.08665)
H (-6.30186, 0.94982, -1.75900)
C (5.74919, 1.67027, -2.21970)
N (4.91335, 1.18559, -1.12908)
C (3.73176, 1.72112, -0.73871)
C (3.13901, 0.89451, 0.25969)
C (1.79968, 0.82108, 0.65352)
C (1.46208, -0.12889, 1.70817)
C (1.47070, -1.54288, 1.54604)
C (1.53624, -2.38194, 2.65788)
C (1.57966, -1.85991, 3.96002)
C (1.87309, -2.74666, 5.13925)
C (1.36798, -0.48736, 4.13074)
C (1.27051, 0.34816, 3.03159)
C (4.22754, -0.02285, 0.66558)
C (4.49625, -0.75114, 1.80849)
C (5.73295, -1.39013, 1.95060)
C (6.72100, -1.28561, 0.95851)
C (6.49177, -0.52886, -0.21245)
C (5.25779, 0.11669, -0.30172)
H (6.36618, 0.84769, -2.57651)
H (5.09353, 2.01128, -3.02584)
H (6.39289, 2.49311, -1.89063)
H (3.35809, 2.68139, -1.07510)
H (1.10897, 1.54329, 0.23495)
H (1.44580, -1.95935, 0.53683)
H (1.61494, -3.46833, 2.51594)
H (1.80744, -2.16559, 6.06686)
H (1.17823, -3.59374, 5.20163)
H (2.89345, -3.15299, 5.06841)
H (1.31333, -0.07682, 5.14099)
H (1.10155, 1.41641, 3.18575)
H (3.73454, -0.79331, 2.58781)
H (5.93455, -1.96167, 2.85926)
H (7.67861, -1.77762, 1.09990)
H (7.23965, -0.45416, -1.00472)

Properties
LUMO energy	-1.2847	eV
net charge	0
gap between HOMO and LUMO	3.78	eV
relative energy (zero: lowest compared OMol25 entry of this formula, charge and spin)	0.0	kJ/mol



Record 3
C3H11N2 | ωB97M-V with the def2-TZVPD basis set

Positions of all 16 atoms, in Å:
C (-1.45105, 0.39534, -0.03256)
N (-0.59698, 1.51427, -0.00057)
C (-0.51021, -0.67818, -0.56479)
N (0.94226, -0.35569, -0.44346)
C (1.57036, -0.93059, 0.85426)
H (-2.34568, 0.67335, -0.61968)
H (-1.68537, 0.11702, 0.98792)
H (-0.71912, 2.09409, -0.79530)
H (-0.95901, 2.20320, 0.82796)
H (-0.72853, -1.00106, -1.55200)
H (-0.76275, -1.70080, -0.03611)
H (1.39017, -1.05262, -1.12152)
H (0.45331, 1.16786, 0.18810)
H (1.12657, -0.70570, 1.83715)
H (2.65038, -0.62502, 1.01839)
H (1.50844, -1.99972, 0.83180)

Properties
LUMO energy	-3.5547	eV
net charge	+1
gap between HOMO and LUMO	11.04	eV
relative energy (zero: lowest compared OMol25 entry of this formula, charge and spin)	208.0	kJ/mol



Record 4
C4H8OS | ωB97M-V with the def2-TZVPD basis set

Positions of all 14 atoms, in Å:
C (0.39524, -0.63615, 1.02770)
C (-0.44940, 0.39505, 0.24939)
C (-1.94967, 0.21138, 0.33645)
C (-1.83884, 0.72235, -1.09112)
H (2.81362, -1.10466, 1.08182)
H (0.34729, -0.44112, 2.12128)
H (-0.06871, -1.63827, 0.82342)
H (-0.15202, 1.36535, 0.68523)
H (-2.40846, 0.89563, 1.07310)
H (-2.16791, -0.87186, 0.33740)
H (-2.05729, 1.77170, -1.12553)
H (-2.41462, 0.16835, -1.82436)
O (-0.42003, 0.48763, -1.14425)
S (2.03277, -0.51263, 0.17794)

Properties
LUMO energy	0.9302	eV
net charge	0
gap between HOMO and LUMO	9.93	eV
relative energy (zero: lowest compared OMol25 entry of this formula, charge and spin)	168.4	kJ/mol